Run 1
26
Properties=species:S:1:pos:R:3 method="wB97M-V/def2-TZVPD" molar_mass_g_mol=131.2 homo_ev=-9.013 homo_lumo_gap_ev=9.922 smiles="CC(C)(O)CN.C=CC"
C 1.6318 -0.3498 -0.0500
C 3.0072 0.3101 0.0018
C 1.3092 -1.0374 1.2780
C 0.5698 0.7037 -0.4103
O 1.6954 -1.3125 -1.1072
N 0.2482 1.5916 0.6244
H 0.8685 -1.8078 -1.1196
H -0.0503 2.4835 0.2392
H 0.8074 1.1816 -1.3628
H 0.3194 -1.4960 1.2493
H 3.7607 -0.4200 0.2936
H 2.9924 1.1284 0.7186
H 3.2688 0.6981 -0.9814
H 1.3376 -0.3207 2.0957
H 2.0406 -1.8222 1.4669
C -2.0450 -0.4413 -0.1947
C -2.2307 0.2941 0.9546
C -2.7380 -0.0922 -1.4856
H -1.8417 -1.5029 -0.0794
H -0.4699 0.0478 -0.5874
H -0.7324 1.1893 1.0676
H -2.1408 -0.3986 -2.3464
H -2.8581 1.1769 0.9240
H -2.1357 -0.1838 1.9210
H -2.9137 0.9817 -1.5555
H -3.7006 -0.6016 -1.5543

---

Run 2
26
Properties=species:S:1:pos:R:3 method="wB97M-V/def2-TZVPD" molar_mass_g_mol=131.2 homo_ev=-9.740 homo_lumo_gap_ev=10.489 smiles="CC(C)(C)C.CC(N)=O"
C -0.4744 1.1115 1.3573
C -0.4781 -0.0539 0.3387
C -1.8221 1.7445 1.7517
C 0.3491 2.2258 0.7948
C 0.2428 0.5816 2.6434
C 0.6102 -2.7094 -2.3991
C 0.0369 -1.3574 -2.6902
H -1.2982 -0.6972 0.5728
H -0.6096 0.3093 -0.7341
H 0.4864 -0.5261 0.1718
H -1.6055 2.4958 2.5119
H -2.2945 2.3628 0.8711
H -2.5310 0.9688 2.1253
H 0.3310 3.1266 1.4243
H 0.0422 2.5376 -0.2409
H 1.4193 1.9822 0.6786
H 1.2409 0.2178 2.3706
H 0.3769 1.3173 3.4027
H -0.2842 -0.0862 3.2435
H 2.4269 -3.7732 -2.2125
H 2.3656 -2.1087 -3.1858
H -0.8276 -1.7076 -3.2804
H 0.6640 -0.6382 -3.3654
H -0.2129 -0.9469 -1.6983
N 1.9607 -2.8581 -2.5121
O -0.1152 -3.5186 -1.9398

---

Here are the energies relative to the best structure, in kJ/mol: run 1 120.0; run 2 0.0.